No. 1
The following is a quantum chemistry calculation of a molecular structure, C39H101AgF3N8O11Pd at a distorted geometry, from OMol25.

## Properties
Kohn-Sham gap (alpha / beta)   3.73 / 4.02 eV
Charge   +1
Energy relative to the best compared isomer or geometry (same formula, charge and spin)   1060.4 kJ/mol
<S²>   2.018
Spin multiplicity   3
Max |F|   2.71 eV Å⁻¹

Element x y z (Å)
Pd: -1.602 2.367 -5.544
Ag: -4.773 3.608 -2.283
C: -2.007 7.238 -2.413
O: -3.066 7.240 -1.488
O: -2.216 6.033 -3.147
C: -1.847 8.589 -3.159
F: -3.034 8.960 -3.695
F: -1.404 9.583 -2.365
F: -1.031 8.526 -4.185
C: -2.884 7.747 -0.152
C: -4.214 7.603 0.643
H: -4.025 7.909 1.672
H: -5.028 8.259 0.334
H: -4.542 6.566 0.707
H: -2.664 8.814 -0.200
H: -2.069 7.242 0.367
H: -1.086 7.096 -1.848
C: -0.603 -0.387 -0.411
C: -1.784 0.548 -0.557
C: -1.660 1.718 0.433
O: -2.069 0.994 -1.840
H: 0.222 0.135 -0.896
H: -0.895 -1.321 -0.893
H: -0.338 -0.619 0.620
H: -2.569 -0.102 -0.171
H: -0.633 2.081 0.386
H: -1.886 1.407 1.453
H: -2.340 2.545 0.226
C: 7.708 0.618 -0.032
C: 7.258 0.485 1.412
C: 8.030 1.357 2.358
O: 9.475 1.131 2.215
C: 10.422 2.209 2.268
N: 5.814 0.760 1.504
H: 7.214 -0.276 -0.413
H: 8.796 0.646 -0.087
H: 7.198 1.456 -0.509
H: 7.477 -0.571 1.567
H: 7.757 1.273 3.409
H: 7.772 2.390 2.124
H: 10.315 2.714 1.308
H: 11.479 1.987 2.414
H: 10.222 2.928 3.063
H: 5.457 0.748 2.449
H: 5.313 -0.001 1.069
C: -8.569 1.366 0.935
C: -7.638 0.265 0.256
C: -8.143 -1.220 0.382
O: -7.102 -2.175 -0.044
C: -7.559 -3.534 0.166
N: -7.423 0.584 -1.195
H: -8.990 1.139 1.914
H: -9.380 1.694 0.285
H: -7.924 2.239 1.042
H: -6.673 0.304 0.762
H: -9.069 -1.276 -0.190
H: -8.364 -1.405 1.434
H: -6.754 -4.155 -0.226
H: -8.495 -3.741 -0.353
H: -7.749 -3.743 1.219
H: -6.781 -0.145 -1.473
H: -8.244 0.411 -1.757
C: 0.238 -7.066 -0.440
C: -1.152 -7.697 -0.713
C: -1.246 -8.140 -2.202
O: -2.523 -8.703 -2.578
C: -2.729 -9.145 -3.894
N: -1.243 -8.901 0.048
H: 0.999 -7.846 -0.454
H: 0.347 -6.663 0.567
H: 0.447 -6.253 -1.134
H: -1.969 -7.023 -0.451
H: -0.489 -8.871 -2.487
H: -1.038 -7.343 -2.916
H: -2.681 -8.349 -4.637
H: -3.740 -9.550 -3.934
H: -1.958 -9.867 -4.161
H: -0.377 -9.408 -0.065
H: -2.016 -9.345 -0.426
C: 3.781 -5.182 5.195
C: 3.677 -3.749 4.647
C: 2.348 -3.006 5.039
O: 2.370 -1.651 4.536
C: 1.071 -1.111 4.700
N: 4.762 -2.876 5.179
H: 3.043 -5.729 4.607
H: 3.625 -5.267 6.270
H: 4.751 -5.573 4.888
H: 3.733 -3.839 3.563
H: 2.186 -2.925 6.114
H: 1.556 -3.599 4.583
H: 1.055 -0.047 4.463
H: 0.648 -1.145 5.704
H: 0.403 -1.619 4.004
H: 4.260 -2.006 5.291
H: 4.964 -3.105 6.142
C: 4.061 1.900 -5.735
C: 2.915 1.027 -5.343
C: 3.431 -0.160 -4.620
O: 2.462 -1.235 -4.748
C: 2.967 -2.404 -4.135
N: 1.998 1.751 -4.566
H: 3.726 2.782 -6.280
H: 4.851 1.343 -6.237
H: 4.531 2.294 -4.834
H: 2.509 0.695 -6.298
H: 3.612 0.181 -3.601
H: 4.412 -0.360 -5.052
H: 2.181 -3.157 -4.185
H: 3.169 -2.144 -3.096
H: 3.902 -2.684 -4.621
H: 2.039 1.463 -3.599
H: 2.441 2.647 -4.418
C: 3.741 6.192 0.848
C: 3.982 5.817 -0.608
C: 5.481 5.786 -1.039
O: 6.078 7.023 -0.623
C: 7.517 7.055 -0.707
N: 3.421 4.432 -0.695
H: 2.715 6.033 1.181
H: 4.048 7.202 1.122
H: 4.410 5.504 1.364
H: 3.527 6.496 -1.329
H: 5.573 5.560 -2.101
H: 5.955 4.939 -0.543
H: 7.907 6.669 -1.649
H: 7.916 6.454 0.110
H: 7.818 8.099 -0.629
H: 4.118 3.939 -0.157
H: 2.542 4.337 -0.207
C: -4.740 -1.378 9.956
C: -3.921 -0.269 9.287
C: -4.709 0.502 8.119
O: -4.726 -0.489 7.068
C: -5.202 -0.143 5.776
N: -3.513 0.662 10.343
H: -5.524 -0.949 10.580
H: -4.050 -2.010 10.514
H: -5.124 -2.063 9.200
H: -2.972 -0.580 8.851
H: -4.181 1.412 7.833
H: -5.749 0.717 8.367
H: -6.270 -0.045 5.970
H: -5.029 -0.871 4.983
H: -4.743 0.767 5.390
H: -2.948 1.372 9.899
H: -2.869 0.191 10.963
C: -0.521 -2.556 -8.163
C: -1.746 -2.300 -7.341
C: -2.105 -3.727 -6.663
O: -3.429 -3.780 -6.168
C: -3.686 -2.993 -5.033
N: -1.404 -1.303 -6.355
H: 0.292 -2.872 -7.509
H: -0.210 -1.666 -8.710
H: -0.711 -3.319 -8.918
H: -2.532 -1.961 -8.016
H: -1.304 -4.039 -5.993
H: -2.168 -4.500 -7.429
H: -3.128 -3.336 -4.162
H: -4.728 -3.154 -4.757
H: -3.691 -1.913 -5.183
H: -2.015 -1.519 -5.580
H: -0.508 -1.608 -6.004

Cartesian forces, eV/Å:
Pd 0.00 -0.10 0.17
Ag 0.32 -0.18 -0.15
C -1.10 -2.08 1.18
O -0.41 0.46 0.07
O 0.94 2.41 0.17
C -1.29 0.57 -1.26
F 0.05 -0.05 0.75
F -0.43 -0.84 0.21
F 0.98 -0.61 -0.27
C -1.18 0.68 0.10
C 0.90 -0.05 0.08
H 0.25 -0.03 0.08
H 0.17 -0.18 -0.54
H -0.09 -0.01 -0.23
H 0.24 0.03 -0.02
H 0.08 -0.22 -0.11
H 0.71 -0.31 -0.19
C 0.24 0.06 -0.90
C -0.01 0.74 0.93
C -0.07 0.13 0.01
O -0.08 -0.68 0.88
H 0.38 -0.58 -0.07
H 0.60 -0.03 -0.25
H -0.20 0.27 0.05
H -1.21 0.20 -0.52
H -0.03 0.20 0.13
H 0.22 -0.17 -0.01
H -0.03 0.00 -0.27
C -1.13 0.08 0.33
C 0.21 -0.51 0.02
C 1.68 1.31 0.25
O -0.17 -0.76 0.50
C -1.57 0.83 -0.47
N 0.06 0.12 -0.06
H 0.71 -0.09 -1.02
H -0.24 -0.24 -0.34
H 0.38 0.31 -0.03
H 0.05 -0.13 0.98
H -0.04 -0.56 0.13
H 0.18 0.36 -0.32
H 0.31 0.45 -0.03
H -0.31 -1.19 -0.13
H -0.43 0.06 0.14
H 0.32 0.05 0.38
H -0.05 -0.06 -0.33
C 0.98 -0.56 -0.91
C -1.38 -0.45 -0.22
C 1.25 0.73 0.37
O -1.91 0.79 0.43
C 0.44 0.75 -0.28
N 0.88 0.15 1.10
H 0.22 -0.37 -0.08
H -0.07 -0.33 -0.12
H -0.05 0.10 0.14
H 0.12 0.06 -0.17
H -0.03 -0.52 -0.26
H -0.13 -0.17 0.13
H -0.21 -0.12 0.14
H 0.02 0.09 -0.31
H 0.26 0.08 0.18
H 0.29 -0.10 -0.44
H -0.45 0.06 0.21
C -0.65 0.15 0.02
C 1.44 -0.08 -1.31
C -0.43 0.61 -1.87
O -0.11 0.64 1.78
C 0.53 0.23 0.09
N -0.91 0.00 1.01
H 0.12 0.01 -0.58
H -0.51 0.08 0.09
H 0.24 -0.16 -0.11
H -0.02 0.08 -0.13
H 0.41 -0.38 0.64
H -0.09 0.71 0.07
H 0.09 0.40 0.02
H 0.23 -0.26 0.05
H -0.14 -0.41 -0.16
H -0.19 -0.45 -0.11
H 0.00 -1.17 0.50
C -0.35 0.77 -1.11
C -0.06 1.02 2.04
C 0.77 -0.79 -1.09
O -0.53 -0.69 0.48
C -0.11 0.52 -0.59
N -0.42 -0.07 -0.54
H -0.17 -0.50 0.48
H -0.02 -0.02 -0.10
H 0.07 -0.03 0.31
H 0.08 0.40 -0.08
H 0.17 -0.43 0.21
H -0.59 0.27 -0.03
H 0.43 0.00 -0.29
H 0.27 -0.54 0.31
H -0.33 -0.05 0.06
H 0.63 0.75 -0.25
H 0.15 -0.60 0.17
C 1.11 0.69 0.39
C 0.89 -0.79 -1.65
C -0.60 -0.68 -0.61
O 1.18 1.04 0.20
C -0.27 0.71 0.19
N -1.43 1.84 1.40
H 0.08 -0.19 -0.36
H -0.17 0.22 -0.48
H 0.16 0.08 0.29
H -0.60 -0.29 0.06
H -0.09 -0.57 0.56
H 0.02 -0.99 -0.03
H 0.30 -0.14 -0.09
H 0.15 -0.43 0.32
H -0.02 -0.47 -0.01
H -0.46 -0.80 0.17
H -0.44 0.80 -0.35
C 1.23 0.75 0.00
C -0.55 -0.33 -0.12
C -0.52 0.27 1.27
O 0.18 -0.57 -0.83
C -0.91 -0.13 0.10
N 1.18 0.42 -1.30
H -0.01 -0.05 -0.23
H -0.01 0.06 -0.09
H -0.16 0.03 0.62
H -0.53 -0.06 0.12
H -0.03 0.45 -0.27
H 0.31 -0.16 0.41
H -0.18 -0.11 -0.18
H 0.26 0.07 0.07
H -0.05 -0.13 0.20
H -0.24 -0.87 0.11
H 0.01 0.28 0.09
C 0.83 -0.25 -1.13
C -0.65 1.20 -0.23
C 0.49 -2.17 0.30
O 1.36 -0.40 -0.32
C -0.65 0.70 1.21
N -0.35 0.73 -0.09
H 0.09 -0.13 -0.03
H -0.11 0.17 0.51
H -0.40 0.19 -0.04
H -0.41 -0.88 -0.64
H 0.09 0.10 -0.13
H -0.02 0.28 0.38
H -0.36 0.46 -0.98
H 0.18 -0.63 0.68
H -0.14 0.44 0.20
H 0.10 0.40 0.08
H -0.06 -0.20 0.25
C 0.31 -0.03 -0.90
C 0.26 -2.28 0.17
C -0.87 1.27 -2.09
O 0.25 0.33 0.69
C -1.33 -0.48 0.37
N -0.44 0.03 0.72
H 0.20 -0.11 -0.11
H 0.09 0.12 0.17
H 0.12 -0.14 0.07
H -0.39 -0.12 0.34
H -0.08 0.24 0.66
H 0.40 0.13 -0.29
H 0.52 0.34 0.03
H -0.16 -0.38 -0.11
H 0.57 0.11 -0.13
H 0.03 0.72 0.30
H 0.56 0.41 0.18



No. 2
The following is a quantum chemistry calculation of 7 unconnected molecules or ions with the total composition C39H101N2O29P8 at a distorted geometry, from OMol25.

## Properties
Kohn-Sham gap   1.59 eV
Charge   -1
Spin multiplicity   1
Max |F|   10.80 eV Å⁻¹

Element x y z (Å)
C: 1.234 -5.854 1.970
C: -0.268 -5.157 1.735
C: 0.051 -3.532 1.568
C: -1.271 -2.593 1.436
C: -1.460 -1.779 0.036
C: -0.096 -1.240 -0.678
C: -0.167 0.260 -1.325
C: 1.126 1.220 -1.037
C: 2.589 0.558 -1.356
N: 3.276 -0.327 -0.343
C: 3.117 0.105 0.946
C: 3.361 1.624 1.519
C: 2.677 -1.027 2.098
O: 2.406 -0.408 -2.492
P: 2.645 0.253 -4.086
C: 4.007 -1.014 -4.519
C: 3.499 -2.274 -5.460
O: 2.645 -3.236 -4.722
C: 2.793 -1.758 -6.885
N: 3.874 -1.070 -7.697
O: 3.702 1.544 -3.509
C: 3.755 1.568 -2.008
C: 3.667 3.169 -1.710
C: 4.986 3.849 -1.025
C: 4.894 5.465 -0.768
C: 4.055 6.309 -1.893
O: 2.630 6.554 -1.496
P: 5.361 0.583 -1.700
C: 6.712 1.125 -2.997
O: 6.096 0.958 -0.153
H: 1.932 -4.997 2.420
H: 1.752 -6.146 0.937
H: 1.215 -6.731 2.745
H: -1.020 -5.399 2.598
H: -0.616 -5.537 0.671
H: 0.837 -3.451 0.708
H: 0.617 -3.193 2.563
H: -2.219 -3.313 1.539
H: -1.339 -1.837 2.325
H: -2.018 -2.472 -0.757
H: -2.201 -0.858 0.199
H: 0.126 -1.984 -1.586
H: 0.839 -1.310 0.022
H: -0.389 0.227 -2.482
H: -1.110 0.794 -0.834
H: 1.018 2.151 -1.777
H: 0.997 1.663 0.040
H: 2.873 2.476 0.882
H: 2.846 1.692 2.594
H: 4.519 1.809 1.740
H: 3.214 -0.828 3.130
H: 2.898 -2.096 1.647
H: 1.492 -0.920 2.188
H: 1.709 -0.800 -4.488
H: 2.560 0.713 -5.460
H: 1.405 0.983 -3.814
H: 4.401 -1.505 -3.509
H: 4.866 -0.476 -5.110
H: 4.454 -2.884 -5.797
H: 2.518 -4.089 -5.247
H: 2.433 -2.700 -7.488
H: 1.850 -1.070 -6.667
H: 3.803 -1.349 -8.702
H: 3.851 -0.028 -7.587
H: 3.485 3.724 -2.751
H: 2.736 3.496 -1.038
H: 5.092 3.353 0.055
H: 5.997 3.666 -1.626
H: 6.005 5.903 -0.789
H: 4.453 5.701 0.304
H: 4.534 7.378 -2.034
H: 4.067 5.813 -2.972
H: 2.487 6.273 -0.535
H: 7.601 0.344 -2.837
H: 7.092 2.218 -2.828
H: 6.289 0.907 -4.067
H: 5.878 0.228 0.529
C: -7.598 2.452 -2.347
O: -7.087 1.344 -1.631
P: -5.388 1.460 -1.323
O: -5.327 -0.051 -1.081
O: -5.700 2.225 0.108
C: -6.676 1.693 0.986
O: -3.690 1.575 -1.016
C: -3.170 2.888 -1.021
H: -8.673 2.318 -2.486
H: -7.421 3.376 -1.790
H: -7.115 2.512 -3.327
H: -6.828 0.619 0.842
H: -7.625 2.219 0.830
H: -6.356 1.865 2.016
H: -3.505 3.437 -0.138
H: -3.481 3.415 -1.928
H: -2.077 2.835 -0.997
C: -3.262 2.481 5.779
O: -4.611 2.862 5.589
P: -5.699 1.517 5.560
O: -6.748 2.378 4.852
O: -5.905 1.649 7.195
C: -6.160 2.920 7.766
O: -6.786 0.172 5.531
C: -6.323 -0.985 6.194
H: -2.642 3.380 5.805
H: -3.151 1.941 6.724
H: -2.938 1.847 4.949
H: -6.611 3.617 7.053
H: -5.219 3.341 8.141
H: -6.840 2.798 8.611
H: -6.323 -0.834 7.277
H: -5.314 -1.239 5.854
H: -6.995 -1.817 5.964
C: -11.563 -2.827 -0.938
O: -11.053 -3.935 -0.221
P: -9.354 -3.819 0.086
O: -9.293 -5.330 0.328
O: -9.666 -3.054 1.518
C: -10.642 -3.586 2.396
O: -7.655 -3.704 0.394
C: -7.136 -2.391 0.389
H: -12.639 -2.961 -1.076
H: -11.387 -1.902 -0.381
H: -11.081 -2.767 -1.917
H: -10.794 -4.660 2.252
H: -11.591 -3.060 2.240
H: -10.322 -3.414 3.425
H: -7.471 -1.841 1.272
H: -7.447 -1.863 -0.518
H: -6.043 -2.444 0.412
C: -9.023 3.092 15.004
O: -8.521 3.471 13.736
P: -8.147 2.119 12.723
O: -7.245 3.009 11.864
O: -9.682 2.153 12.111
C: -10.238 3.385 11.691
O: -7.773 0.767 11.711
C: -8.467 -0.422 12.022
H: -9.253 3.994 15.575
H: -9.934 2.500 14.888
H: -8.268 2.511 15.540
H: -9.474 4.119 11.416
H: -10.860 3.793 12.497
H: -10.878 3.207 10.824
H: -9.521 -0.335 11.747
H: -8.378 -0.646 13.090
H: -8.031 -1.246 11.449
C: 8.669 -2.010 -12.285
O: 7.264 -1.996 -12.113
P: 6.742 -0.902 -10.879
O: 5.410 -1.650 -10.777
O: 6.603 0.300 -12.005
C: 5.939 0.039 -13.227
O: 6.220 0.192 -9.645
C: 7.114 1.249 -9.368
H: 8.919 -2.705 -13.089
H: 9.027 -1.011 -12.551
H: 9.150 -2.343 -11.361
H: 5.221 -0.784 -13.147
H: 6.682 -0.200 -13.997
H: 5.403 0.938 -13.538
H: 7.125 1.969 -10.190
H: 8.123 0.859 -9.199
H: 6.778 1.767 -8.463
C: 8.772 -2.238 -1.130
O: 9.811 -1.895 -2.027
P: 11.237 -1.327 -1.229
O: 11.704 -0.668 -2.530
O: 11.817 -2.874 -1.168
C: 11.774 -3.683 -2.329
O: 12.663 -0.760 -0.431
C: 12.811 -1.191 0.904
H: 7.917 -2.604 -1.703
H: 9.106 -3.022 -0.446
H: 8.470 -1.353 -0.561
H: 11.755 -3.093 -3.251
H: 10.884 -4.323 -2.289
H: 12.655 -4.327 -2.345
H: 13.051 -2.257 0.941
H: 11.895 -0.996 1.470
H: 13.637 -0.638 1.364

Cartesian forces, eV/Å:
C 0.25 1.05 0.20
C 1.64 0.48 -1.10
C 0.18 -0.53 1.26
C -0.84 -0.41 -0.35
C -0.66 0.35 -0.75
C 0.61 -0.67 -1.01
C -0.70 0.22 0.18
C -0.48 0.74 -0.37
C 1.29 -0.72 -3.61
N -3.57 2.15 5.28
C 0.72 -1.11 -1.42
C -0.88 -0.29 1.30
C 0.57 0.59 -1.10
O 0.71 2.08 3.10
P -2.82 -1.92 -1.20
C 1.32 -1.51 0.18
C 0.60 0.08 -1.22
O 0.36 -0.20 -1.17
C -0.14 -0.21 0.76
N -1.12 -0.08 -0.23
O -0.17 -1.18 2.52
C -0.42 2.14 -1.40
C -0.13 1.60 -0.01
C 0.24 -0.22 1.06
C 0.35 0.37 -0.54
C 0.23 0.58 0.04
O 1.35 -0.99 1.15
P 0.85 -1.08 -0.25
C 0.61 -0.14 0.38
O -0.64 -0.95 0.35
H -1.43 -1.95 -0.81
H -1.33 0.39 2.33
H 0.06 1.50 -1.72
H 1.43 0.49 -1.77
H 0.19 0.69 2.41
H -1.67 0.10 1.42
H -1.11 -0.81 -2.12
H 1.95 1.58 -0.11
H 0.32 -1.39 -1.58
H 1.17 1.41 1.80
H 1.54 -1.99 -0.19
H -0.20 1.65 2.07
H -1.84 0.17 -1.22
H 0.68 -0.08 2.34
H 1.94 -0.94 -0.94
H 0.33 -2.07 1.52
H 0.57 -0.96 -1.78
H 1.29 -1.73 0.97
H 0.98 -0.18 -2.25
H -2.50 -0.46 -0.92
H -1.21 -0.54 -2.03
H -0.37 2.23 1.05
H 2.61 -0.11 -0.06
H 0.02 0.21 -0.07
H 0.79 0.50 0.11
H 0.43 0.93 -0.02
H -0.52 1.06 -2.25
H -1.32 -1.26 1.09
H -1.67 1.36 0.53
H 0.54 2.04 0.72
H 0.66 1.66 1.19
H 2.04 -1.54 -0.35
H 0.17 0.72 1.27
H -0.19 -1.50 -0.24
H 0.32 -1.54 2.24
H 1.87 -0.92 -1.29
H 0.13 1.01 -2.48
H -2.39 0.11 1.19
H -2.40 -0.98 0.19
H 0.77 -0.40 -2.16
H -0.84 -2.07 0.40
H -0.13 0.81 2.48
H 0.66 0.47 -2.11
H -1.84 1.82 -0.20
H -0.57 -2.03 -0.67
H 0.64 0.72 2.18
H 0.24 1.56 -2.12
C -0.55 0.36 -0.22
O 1.60 1.75 -2.25
P -0.53 -7.56 7.68
O -0.01 1.19 -1.46
O 1.18 0.92 -1.04
C -0.93 0.04 0.19
O -1.77 1.86 -2.56
C 0.80 0.91 0.16
H 0.13 0.00 0.03
H -0.09 0.16 -0.07
H -0.26 0.17 -0.07
H 0.14 0.15 -0.17
H 0.08 -0.20 0.12
H 0.15 0.17 -0.17
H -0.07 0.02 -0.07
H 0.31 0.14 0.13
H -0.20 -0.11 -0.13
C 0.76 0.17 0.14
O 1.28 -2.89 -1.07
P -8.26 6.70 1.76
O 1.50 -1.14 -0.55
O 0.40 -1.78 -0.53
C 0.47 0.84 0.34
O 3.50 -0.33 -0.54
C -0.03 -1.01 0.45
H -0.11 -0.11 -0.02
H 0.18 -0.03 0.06
H 0.29 0.12 0.10
H 0.12 -0.24 -0.08
H -0.24 0.06 -0.05
H 0.10 -0.30 -0.07
H 0.10 0.02 -0.03
H -0.16 -0.30 0.14
H 0.11 0.19 -0.10
C -0.56 0.35 -0.22
O 1.62 1.81 -2.21
P -0.41 -7.67 7.52
O -0.01 1.23 -1.48
O 1.01 0.93 -0.78
C -0.85 0.05 -0.01
O -1.91 1.78 -2.52
C 0.86 1.00 0.07
H 0.13 -0.01 0.03
H -0.09 0.17 -0.07
H -0.26 0.17 -0.07
H 0.14 0.15 -0.15
H 0.06 -0.19 0.10
H 0.23 0.14 -0.18
H -0.07 0.01 -0.04
H 0.42 0.17 0.17
H -0.23 -0.04 -0.17
C -0.33 0.20 0.63
O 0.81 -2.77 1.62
P 0.19 6.46 -8.66
O 0.11 -1.09 1.63
O 0.39 -1.67 0.55
C -0.43 0.76 0.40
O -0.36 -0.26 3.55
C -0.39 -1.04 -0.15
H 0.05 -0.11 -0.10
H -0.10 -0.03 0.17
H -0.17 0.10 0.25
H 0.04 -0.24 0.12
H 0.11 0.08 -0.19
H 0.12 -0.29 0.09
H 0.02 0.00 0.10
H -0.08 -0.30 -0.17
H 0.04 0.20 0.12
C 0.53 -0.21 -0.37
O 2.26 0.55 2.30
P -10.20 -0.40 -3.42
O 1.82 -0.09 0.61
O 0.94 0.62 1.15
C 0.24 -0.40 -0.73
O 3.44 -1.22 -0.40
C 0.34 0.97 0.48
H -0.06 0.08 0.10
H 0.20 0.02 -0.06
H 0.24 -0.06 -0.20
H 0.17 0.07 0.18
H -0.22 -0.04 0.02
H 0.14 0.08 0.27
H 0.08 -0.05 -0.02
H -0.04 0.32 0.17
H 0.02 -0.25 -0.10
C -0.88 -0.34 0.20
O -0.27 1.48 3.00
P 5.35 -1.51 -9.21
O -1.01 0.40 1.59
O 0.20 0.63 1.63
C -0.68 -0.50 -0.42
O -3.11 -0.12 1.64
C 0.47 -0.15 0.89
H 0.11 0.11 0.05
H -0.10 -0.11 0.11
H -0.30 -0.16 -0.02
H -0.04 0.10 0.25
H 0.15 0.09 -0.17
H 0.03 0.17 0.27
H -0.10 0.01 0.03
H 0.27 -0.04 0.24
H -0.18 0.02 -0.13